[1]
DFT (ωB97M-V/def2-TZVPD) results for the molecule CClNS2 at a distorted geometry.

Calculated values
Relative energy (zero: lowest compared OMol25 entry of this formula, charge and spin): 100.8 kJ/mol
SMILES: S=C=NSCl
Highest occupied orbital energy: -0.329 Ha
Frontier orbital gap: 7.54 eV

Geometry (Å):
1 C -0.182 0.632 -0.597
2 N -0.684 -0.557 -0.388
3 S -0.103 1.933 -1.438
4 S -0.507 -1.399 1.069
5 Cl 1.475 -0.608 1.354

Table of natural (NBO) atomic charges, one value per atom, all in e:
1 C 0.1689
2 N -0.6771
3 S 0.2024
4 S 0.5115
5 Cl -0.2056

---

[2]
DFT (ωB97M-V/def2-TZVPD) results for a cluster of 3 separate species, C4H16N2O2 in total at a distorted geometry.

Calculated values
Relative energy (zero: lowest compared OMol25 entry of this formula, charge and spin): 223.7 kJ/mol
SMILES: CC(C)NCN.O.O
Highest occupied orbital energy: -0.315 Ha
Frontier orbital gap: 9.09 eV

Geometry (Å):
1 C -1.109 1.339 -0.277
2 C 0.319 1.391 -0.596
3 C 1.102 2.761 -0.590
4 N 0.879 0.529 0.562
5 C 0.736 -0.967 0.238
6 N 1.876 -1.582 -0.524
7 H -1.636 2.159 -0.589
8 H -1.278 1.132 0.864
9 H -1.702 0.508 -0.573
10 H 0.449 1.026 -1.535
11 H 1.679 3.036 0.260
12 H 0.303 3.553 -0.836
13 H 1.897 2.959 -1.348
14 H 1.785 0.819 0.884
15 H -0.135 -0.988 -0.421
16 H 0.486 -1.404 1.111
17 H 2.300 -0.786 -1.048
18 H 2.576 -2.014 0.059
19 H -0.306 -3.286 -0.643
20 H -1.427 -2.787 0.124
21 O -1.293 -3.221 -0.757
22 H -2.836 -1.987 2.154
23 H -2.350 -0.677 1.982
24 O -2.316 -1.512 1.500

natural (NBO) atomic charge list, values in e, 6 entries:
1 C -0.6243
2 C -0.0640
3 C -0.6279
4 N -0.6648
5 C -0.0686
6 N -0.8655

---

[3]
DFT (ωB97M-V/def2-TZVPD) results for a cluster of 14 separate species, C20H68N6O14 in total at a distorted geometry.

Calculated values
Relative energy (zero: lowest compared OMol25 entry of this formula, charge and spin): 66.5 kJ/mol
Highest occupied orbital energy: -0.335 Ha
Frontier orbital gap: 9.49 eV

Geometry (Å):
1 C -1.111 -10.241 18.632
2 C -2.114 -9.440 19.505
3 O -1.870 -9.731 20.873
4 H -1.200 -9.918 17.632
5 H -1.280 -11.303 18.627
6 H -0.155 -10.111 19.046
7 H -3.106 -9.657 19.144
8 H -1.987 -8.329 19.293
9 H -2.699 -9.658 21.330
10 C -3.206 -10.738 12.637
11 C -4.362 -10.035 13.267
12 O -5.337 -10.960 13.622
13 H -3.094 -10.993 11.599
14 H -3.048 -11.695 13.135
15 H -2.279 -10.219 12.983
16 H -4.785 -9.264 12.604
17 H -3.905 -9.557 14.117
18 H -5.920 -10.714 14.357
19 C -3.112 -2.919 15.118
20 C -4.599 -2.710 15.033
21 O -4.798 -1.469 14.409
22 H -2.920 -3.916 15.370
23 H -2.598 -2.219 15.827
24 H -2.563 -2.732 14.159
25 H -4.969 -2.777 16.034
26 H -5.078 -3.453 14.395
27 H -5.774 -1.367 14.390
28 C -6.747 -7.358 13.475
29 C -7.470 -6.085 13.374
30 O -6.641 -4.950 13.372
31 H -6.140 -7.370 12.552
32 H -7.439 -8.216 13.402
33 H -6.031 -7.564 14.289
34 H -8.190 -5.892 14.162
35 H -8.048 -6.088 12.466
36 H -5.936 -5.197 12.783
37 C -0.255 -4.395 18.715
38 C -1.749 -4.544 18.251
39 O -2.485 -3.461 18.556
40 H 0.238 -3.587 18.244
41 H 0.387 -5.231 18.515
42 H -0.325 -4.155 19.796
43 H -2.186 -5.475 18.680
44 H -1.759 -4.655 17.166
45 H -3.319 -3.663 18.231
46 C -3.183 -6.295 13.588
47 C -3.534 -5.265 12.557
48 O -4.587 -5.715 11.711
49 H -4.028 -6.668 14.137
50 H -2.458 -5.905 14.300
51 H -2.753 -7.154 13.066
52 H -2.627 -5.084 11.978
53 H -3.785 -4.341 13.064
54 H -4.180 -6.136 10.959
55 C -8.673 -7.276 16.924
56 O -9.158 -6.081 16.542
57 N -9.458 -8.257 17.278
58 N -7.381 -7.537 16.869
59 H -10.458 -8.040 17.445
60 H -9.192 -9.234 17.612
61 H -6.675 -6.776 16.571
62 H -7.172 -8.448 16.455
63 C -5.950 -4.897 17.355
64 O -4.899 -4.611 18.233
65 N -5.757 -5.531 16.251
66 N -7.170 -4.608 17.523
67 H -4.718 -5.756 16.101
68 H -6.291 -5.431 15.432
69 H -7.407 -4.143 18.452
70 H -7.905 -5.234 17.229
71 C -5.724 -9.225 19.464
72 O -5.823 -10.303 18.528
73 N -6.251 -8.078 19.230
74 N -5.249 -9.434 20.634
75 H -6.827 -7.872 18.321
76 H -6.047 -7.265 19.764
77 H -4.786 -10.390 20.735
78 H -4.910 -8.839 21.347
79 C -3.951 -6.392 20.873
80 O -5.305 -6.099 21.115
81 H -3.507 -5.410 20.804
82 H -3.734 -6.961 20.015
83 H -3.611 -6.862 21.783
84 H -5.292 -5.315 21.626
85 C -3.777 -7.929 16.811
86 O -3.222 -6.678 16.500
87 H -4.061 -7.802 17.860
88 H -3.064 -8.801 16.839
89 H -4.663 -8.197 16.250
90 H -2.392 -6.926 16.097
91 C -3.148 -11.510 16.361
92 O -1.941 -12.231 16.314
93 H -2.867 -10.574 15.911
94 H -3.520 -11.340 17.363
95 H -3.922 -11.958 15.789
96 H -2.088 -13.197 16.439
97 C -0.068 -7.836 16.386
98 O -1.053 -8.246 15.411
99 H 0.601 -7.204 15.825
100 H 0.605 -8.637 16.741
101 H -0.501 -7.397 17.263
102 H -0.701 -8.975 14.915
103 C -8.050 -10.554 15.419
104 O -6.788 -10.207 15.943
105 H -8.832 -10.588 16.156
106 H -8.083 -11.504 14.837
107 H -8.438 -9.752 14.780
108 H -6.706 -10.640 16.812

Löwdin atomic charge list, values in e, 6 entries:
1 C -0.0601
2 C -0.3006
3 O -0.0532
4 H 0.0240
5 H 0.0708
6 H 0.0646

---

[4]
DFT (ωB97M-V/def2-TZVPD) results for a structure of composition C38H32GeKNO4Si.

Calculated values
Relative energy (zero: lowest compared OMol25 entry of this formula, charge and spin): 420.2 kJ/mol
Net charge: -2
Highest occupied orbital energy (alpha / beta): -0.038 / -0.023 Ha
Frontier orbital gap (alpha / beta): 4.15 / 4.58 eV

Geometry (Å):
1 K -1.104 0.713 -1.034
2 O -1.969 -0.784 -2.939
3 C -1.743 -1.720 -2.139
4 O -1.070 -1.669 -1.084
5 C -2.378 -3.076 -2.469
6 C -2.831 -3.351 -3.750
7 C -3.426 -4.575 -4.072
8 C -3.553 -5.485 -3.053
9 O -4.107 -6.753 -3.098
10 C -4.037 -7.251 -1.768
11 O -3.370 -6.300 -0.958
12 C -3.111 -5.213 -1.775
13 C -2.512 -4.024 -1.448
14 H -2.725 -2.579 -4.502
15 H -3.782 -4.796 -5.071
16 H -3.480 -8.194 -1.761
17 H -5.051 -7.416 -1.385
18 H -2.138 -3.799 -0.457
19 Ge -0.158 0.665 2.219
20 C -0.830 -0.689 3.579
21 C -0.397 -2.019 3.505
22 C -0.882 -3.004 4.357
23 C -1.826 -2.687 5.327
24 C -2.286 -1.380 5.415
25 C -1.801 -0.408 4.546
26 C 0.611 2.039 3.508
27 C -0.161 2.804 4.388
28 C 0.398 3.771 5.217
29 C 1.763 4.025 5.175
30 C 2.554 3.297 4.293
31 C 1.982 2.324 3.483
32 H 1.259 -0.073 2.105
33 H 0.344 -2.280 2.756
34 H -0.524 -4.024 4.266
35 H -2.202 -3.449 6.001
36 H -3.034 -1.120 6.157
37 H -2.200 0.599 4.624
38 H -1.236 2.656 4.420
39 H -0.234 4.339 5.891
40 H 2.204 4.777 5.820
41 H 3.622 3.488 4.244
42 H 2.616 1.744 2.820
43 N -1.373 3.271 -1.147
44 C -2.651 3.509 -1.207
45 C -3.646 2.620 -0.641
46 C -4.994 2.862 -0.765
47 C -5.491 3.992 -1.421
48 C -4.557 4.891 -1.950
49 C -3.200 4.684 -1.854
50 H -3.288 1.751 -0.098
51 H -5.691 2.149 -0.334
52 H -6.555 4.170 -1.510
53 H -4.912 5.787 -2.453
54 H -2.501 5.398 -2.275
55 C 6.246 0.419 1.617
56 C 5.460 1.562 1.658
57 C 4.422 1.725 0.755
58 C 4.139 0.756 -0.216
59 C 4.926 -0.400 -0.221
60 C 5.971 -0.564 0.674
61 Si 2.704 1.075 -1.375
62 C 3.120 0.763 -3.176
63 C 2.740 1.728 -4.117
64 C 3.009 1.568 -5.467
65 C 3.662 0.428 -5.918
66 C 4.025 -0.555 -5.006
67 C 3.749 -0.391 -3.657
68 H 7.059 0.288 2.321
69 H 5.649 2.323 2.406
70 H 3.808 2.618 0.807
71 H 4.713 -1.197 -0.922
72 H 6.566 -1.469 0.649
73 H 2.369 2.514 -1.262
74 H 2.218 2.618 -3.781
75 H 2.704 2.330 -6.173
76 H 3.874 0.300 -6.972
77 H 4.514 -1.458 -5.351
78 H 4.017 -1.185 -2.972

Löwdin atomic charge list, values in e, 6 entries:
1 K 0.5943
2 O -0.1087
3 C -0.7026
4 O -0.1754
5 C -0.1189
6 C -0.0283

---

[5]
DFT (ωB97M-V/def2-TZVPD) results for a cluster of 2 separate species, C2HIN2O2 in total at a distorted geometry.

Calculated values
Relative energy (zero: lowest compared OMol25 entry of this formula, charge and spin): 425.7 kJ/mol
SMILES: [O-][N+]#CI.C#[N+][O-]
Highest occupied orbital energy: -0.347 Ha
Frontier orbital gap: 8.91 eV

Geometry (Å):
1 C -1.145 -0.134 0.131
2 C 1.187 0.437 0.421
3 N -1.228 -1.282 -0.087
4 N 1.242 1.009 -0.595
5 O 0.946 1.420 -1.694
6 O -1.220 -2.490 -0.118
7 I 1.558 0.229 2.345
8 H -1.339 0.812 -0.403

natural (NBO) atomic charge list, values in e, 6 entries:
1 C -0.0932
2 C -0.0927
3 N 0.2019
4 N 0.1556
5 O -0.4088
6 O -0.3759

---

[6]
DFT (ωB97M-V/def2-TZVPD) results for a structure of composition CHO2V at a distorted geometry.

Calculated values
⟨S²⟩: 3.762
Net charge: +1
Multiplicity: 4
Highest occupied orbital energy (alpha / beta): -0.577 / -0.619 Ha
Frontier orbital gap (alpha / beta): 9.01 / 10.32 eV

Geometry (Å):
1 H -1.652 -1.102 0.185
2 O 0.233 -1.182 -0.004
3 C -0.802 -0.468 -0.210
4 O -0.735 0.774 0.014
5 V 1.327 0.577 0.067

Table of natural (NBO) atomic charges, one value per atom, all in e:
1 H 0.1971
2 O -0.6958
3 C 0.6120
4 O -0.6895
5 V 1.5762

---

E (computed, a.u.): -1349.362584, -421.906201, -2184.515874, -4789.226762, -634.260876, -1132.841316